Record 1
ORCA calculation (the ωB97M-V functional and the def2-TZVPD basis) on C4H8O2 in the gas phase at a distorted geometry.

The geometry in XYZ format:
```
14
Properties=species:S:1:pos:R:3:forces:R:3:nbo_charge:R:1
O -0.84284 0.39409 1.43858 -0.098 1.634 -0.945 -0.85
C 0.24988 0.84157 0.31018 -1.275 0.043 1.214 0.09
C 1.12509 -0.37999 0.41208 -0.298 -0.419 0.840 -0.51
C 0.43254 -1.03447 -0.81080 -0.071 -0.054 0.017 -0.43
C -0.37928 0.29465 -0.99172 0.154 0.168 0.087 0.09
O -1.76582 0.30595 -0.95963 -0.246 -0.250 -0.029 -0.71
H -0.82521 0.84534 2.30175 0.310 0.311 -0.796 0.49
H 0.51542 1.88077 0.49103 -0.073 -0.088 -0.106 0.20
H 2.19343 -0.40700 0.64286 -0.289 0.210 -0.315 0.22
H 0.44877 -0.58727 1.28283 2.137 -2.030 -0.205 0.30
H 1.04153 -1.31922 -1.67785 -0.072 0.217 0.251 0.21
H -0.18183 -1.89460 -0.52729 0.047 0.156 -0.111 0.21
H -0.04659 0.80549 -1.90702 0.022 0.120 0.412 0.19
H -1.96510 0.25469 -0.00499 -0.247 -0.018 -0.315 0.50
```
Forces are in eV/Å.

As for the SMILES: O[C@@H]1CC[C@@H]1O. The value obtained for the total energy is -307.58931 Ha. Its HOMO-LUMO gap is 10.64 eV.

Record 2
ORCA calculation (the ωB97M-V functional and the def2-TZVPD basis) on 2 unconnected molecules or ions with the total composition CH4Se at a distorted geometry.

The geometry in XYZ format:
```
6
Properties=species:S:1:pos:R:3:forces:R:3:nbo_charge:R:1
C -0.36005 0.41947 -0.13214 6.255 -0.865 -4.308 -0.72
Se -0.03886 -1.36974 0.61761 1.943 0.591 0.013 0.04
H -0.16649 0.40306 -1.56925 -0.446 0.158 4.625 0.18
H -1.32814 0.56142 -0.02399 -4.391 1.276 0.708 0.18
H 0.38209 1.14010 0.34733 -1.510 -0.812 -0.863 0.23
H 1.51146 -1.15431 0.76044 -1.851 -0.347 -0.175 0.08
```
Forces are in eV/Å.

The value obtained for the total energy is -2441.84649 Ha. Its HOMO-LUMO gap is 9.34 eV.

Record 3
ORCA calculation (the ωB97M-V functional and the def2-TZVPD basis) on 10 unconnected molecules or ions with the total composition C37H74O17 at a distorted geometry.

The geometry in XYZ format:
```
128
Properties=species:S:1:pos:R:3:forces:R:3:mulliken_charge:R:1
O -2.99978 4.69825 -3.03760 -0.501 -1.624 1.261 -0.50
C -1.91087 5.04193 -3.35870 1.587 0.351 0.384 0.71
O -0.65527 4.67327 -2.88084 -1.476 -0.696 -1.179 -0.38
C -0.58856 3.60357 -1.91804 2.522 -2.068 -2.473 -0.15
C 0.94069 3.15977 -1.76633 -5.859 4.398 5.719 -2.05
C -1.70855 6.07732 -4.34678 -2.679 1.109 -2.656 -1.17
H -1.31571 2.81080 -2.05653 0.091 -0.218 -0.687 0.19
H -0.88290 4.09720 -1.11854 -1.107 1.654 4.567 0.39
H 1.14476 2.44652 -1.03103 -0.899 -1.274 2.021 0.40
H 1.38128 4.01661 -1.32928 1.256 1.040 -0.561 0.47
H 1.31839 2.67922 -2.46623 3.560 -3.047 -7.533 1.09
H -1.16644 6.87186 -3.94860 1.217 1.305 0.423 0.32
H -2.68574 6.48956 -4.79767 1.157 -0.655 1.326 0.31
H -1.27869 5.67639 -5.23207 1.144 -0.343 -0.567 0.33
O 0.67886 1.88673 5.23017 -1.493 2.853 -0.238 -0.69
C -0.04065 2.77441 4.68923 1.944 -7.266 -1.728 0.43
O -0.04599 4.01075 4.91025 0.208 3.871 1.648 -0.19
C 0.79140 4.52439 5.95233 4.208 0.436 0.327 -0.20
C 0.58131 5.97305 6.39933 -2.200 1.834 -3.258 -1.13
C -0.80347 2.33097 3.44219 -1.192 6.205 0.053 -0.35
H 2.00513 4.38044 5.73559 -3.102 0.382 -0.394 0.25
H 0.82082 3.96040 6.87027 -1.098 -0.846 0.047 0.31
H 1.03136 6.86986 5.72133 -1.326 -2.385 1.163 0.25
H 1.10533 6.05299 7.27953 1.222 0.198 2.200 0.42
H -0.53173 6.19474 6.65567 1.876 -0.325 -0.649 0.26
H -1.85322 2.25798 3.51338 -1.293 -0.371 0.968 0.33
H -0.48107 1.57470 2.88061 1.933 -3.352 -1.452 0.05
H -0.84810 3.23568 2.70072 0.498 -1.301 1.241 0.23
O 5.13529 0.71053 -4.32387 -1.346 -1.949 4.647 -0.69
C 4.64675 0.10073 -3.27271 1.438 2.047 -8.359 0.47
O 4.46536 0.66489 -2.15673 -0.346 1.002 3.583 -0.12
C 4.86241 2.03568 -2.01255 -3.532 0.991 0.783 -0.47
C 4.82339 2.63897 -0.58561 -5.401 1.406 -1.789 -1.11
C 4.05465 -1.22487 -3.47813 -0.814 -3.459 -3.542 -0.51
H 4.39528 2.62077 -2.84395 -0.302 -0.286 1.144 0.36
H 5.80312 2.16378 -2.20135 5.820 -0.225 -1.860 0.55
H 3.68077 2.67567 -0.26310 2.074 0.521 -0.572 0.08
H 5.24899 3.66099 -0.56973 -0.403 -0.552 -0.331 0.35
H 5.19946 2.13771 0.21257 1.864 -2.094 1.764 0.40
H 4.18904 -1.72582 -4.64532 -0.230 2.352 2.964 0.21
H 2.94088 -1.34340 -3.33935 1.320 0.331 0.506 -0.03
H 4.62108 -2.02963 -3.03518 -0.227 -0.134 1.146 0.49
O -3.29339 4.18564 3.21800 -3.460 1.112 -2.874 -0.52
C -4.21130 4.44160 2.38247 3.860 -3.379 0.754 0.64
O -4.26786 3.76685 1.14265 -2.178 1.597 2.240 -0.38
C -3.44337 2.67456 0.78850 2.095 0.680 -1.023 0.75
C -3.91124 2.13950 -0.60261 0.165 -2.565 3.893 -1.24
C -5.33968 5.39041 2.51824 1.723 -0.026 5.645 -1.07
H -3.27866 1.91911 1.60618 -0.507 0.701 -0.892 0.18
H -2.51534 3.22573 0.59448 0.635 -0.901 0.298 -0.19
H -4.90072 1.77623 -0.39568 -0.906 0.136 -0.630 0.43
H -3.35893 1.22408 -0.83411 0.311 0.093 0.175 0.14
H -3.79616 2.76967 -1.39736 -0.061 2.080 -1.765 0.40
H -5.98993 5.09279 3.44114 0.879 0.120 -1.985 0.26
H -5.79522 5.44679 1.63475 -2.295 0.587 -3.194 0.38
H -4.89147 6.32830 2.90499 -0.328 -0.214 -0.680 0.29
O -2.24260 -2.65835 -1.28060 4.050 0.252 -2.949 -0.19
C -3.25548 -2.82900 -0.75794 -4.966 -1.148 3.660 0.71
O -4.26581 -3.70256 -1.12492 1.585 0.292 -0.881 -0.35
C -3.96045 -4.47775 -2.34875 -0.127 -2.876 4.857 0.23
C -5.15318 -5.32303 -2.71992 3.833 5.537 -3.511 -1.85
C -3.67066 -2.09751 0.49592 0.945 0.078 0.820 -1.08
H -2.99939 -5.02452 -2.20558 -0.785 -0.145 0.424 0.15
H -3.69009 -3.85395 -3.06638 0.512 3.086 -3.444 0.28
H -5.91035 -4.65303 -2.95792 -1.627 1.332 -0.491 0.39
H -5.56172 -6.03405 -2.24926 -2.169 -5.402 4.597 0.56
H -4.81589 -5.68246 -3.64258 0.144 -1.023 -1.750 0.44
H -2.90984 -1.47525 0.93798 0.750 0.465 -0.747 -0.15
H -3.92479 -2.61076 1.40737 -0.655 -1.207 -0.213 0.47
H -4.45602 -1.45104 0.25333 -1.473 0.918 -0.347 0.43
O -0.58283 -2.99483 -5.29630 1.852 5.273 1.562 -0.63
C -0.31928 -1.76431 -4.99049 -0.724 -3.884 -3.475 0.77
O 0.74634 -1.04675 -5.53842 -1.625 -0.930 2.729 -0.22
C 1.67633 -1.75111 -6.33144 1.048 1.523 -1.773 -0.32
C 2.65673 -0.71116 -6.90512 -4.290 -0.750 -3.892 -1.30
C -1.30719 -0.93268 -4.23871 -1.778 1.960 -3.259 -0.62
H 1.12198 -2.00938 -7.15985 -1.127 -1.874 -1.673 0.55
H 2.26447 -2.52364 -5.92897 -0.106 -1.275 1.325 0.33
H 3.48840 -1.10605 -7.46850 0.169 -0.086 0.166 0.31
H 2.83249 -0.18511 -6.09325 2.077 3.117 3.466 0.36
H 1.94455 -0.05729 -7.59608 1.907 -1.018 1.153 0.32
H -1.91607 -1.54507 -3.66842 -1.925 -1.876 0.100 0.08
H -2.05215 -0.10169 -4.93665 2.753 -2.627 2.162 0.31
H -0.88565 -0.52444 -3.39993 1.680 2.454 1.464 0.11
O -2.55099 -2.06923 4.14965 3.658 -1.220 1.476 -0.63
C -1.50300 -2.00758 4.85585 -4.533 2.826 0.030 0.64
O -0.47884 -2.80483 4.98866 0.166 -1.999 -0.016 -0.28
C -0.64107 -4.08696 4.38523 0.037 -0.327 -5.481 0.29
C 0.63655 -4.91535 4.43729 -1.638 8.738 5.257 -1.74
C -1.28964 -0.76283 5.71297 -1.142 1.253 -3.461 -0.60
H -0.92550 -3.83611 3.21339 0.508 -0.786 2.815 -0.08
H -1.44661 -4.70050 4.75981 -0.526 0.475 0.499 0.38
H 0.65141 -5.12323 5.50726 0.970 0.515 0.677 0.41
H 1.48688 -4.40426 4.13040 1.499 0.973 -0.559 0.22
H 0.64635 -5.79671 4.19530 -0.728 -9.257 -4.092 0.76
H -0.96402 -0.95249 6.69109 1.412 -0.327 1.002 0.39
H -2.31316 -0.22372 5.88959 2.055 -0.691 -1.090 0.26
H -0.51688 -0.25548 4.91240 -1.746 -0.186 2.827 -0.01
C -0.08136 -1.66779 1.25540 -4.662 -2.484 -6.776 -1.83
C -0.04640 -0.57509 0.27504 -2.197 5.573 -2.726 0.57
O -0.73137 0.53991 0.35495 2.931 -5.140 0.229 -0.29
C 0.86713 -0.71644 -1.01958 0.399 -3.244 4.880 -0.25
H 0.44266 -1.41936 1.97521 5.495 1.805 7.110 1.50
H 0.05696 -2.65158 0.84776 1.662 -0.292 -0.615 0.18
H -1.02286 -1.94842 1.59650 -2.296 0.920 1.027 -0.13
H 0.29085 -0.99141 -1.81192 -1.685 -0.688 -2.209 -0.15
H 1.61313 -1.53981 -0.82190 -0.887 0.338 -0.259 -0.25
H 1.48893 0.05501 -1.21618 1.335 3.128 -0.574 0.59
C 4.09842 -0.95373 1.49211 -0.750 1.532 3.783 -1.00
C 3.69474 -1.93015 2.61512 -4.021 -2.202 -0.462 0.81
O 2.85588 -2.88088 2.31833 3.790 3.861 1.279 -0.43
C 4.16604 -1.79363 4.08789 -0.353 1.460 -0.969 -1.31
H 5.11681 -0.84456 1.56371 2.724 0.042 -0.210 0.54
H 3.76941 0.10337 1.36081 -0.456 -0.536 1.391 0.32
H 3.80059 -1.31423 0.62432 -0.998 -2.324 -4.064 0.10
H 3.92828 -2.74906 4.58300 -0.429 1.020 0.342 0.30
H 3.95317 -0.72351 4.52836 -0.941 -2.295 -0.538 0.28
H 5.21510 -1.63384 4.18291 1.362 -0.521 -0.584 0.44
C 0.36291 -4.60549 -2.14515 3.038 -1.169 1.560 -0.64
C 1.90670 -4.44698 -1.92245 1.550 2.412 -4.845 0.65
O 2.62138 -4.05598 -2.92242 -2.320 -1.653 3.733 -0.61
C 2.53524 -4.57529 -0.54583 -3.306 5.316 -1.484 -1.03
H 0.15997 -5.59620 -2.54908 0.033 -0.295 0.302 0.45
H 0.07805 -3.94481 -2.92786 -0.646 1.032 0.013 0.02
H 0.09381 -4.54637 -1.08343 -1.512 0.388 -0.726 0.22
H 3.05009 -3.62362 -0.31763 -0.031 -0.203 -0.458 0.04
H 3.24742 -5.21444 -0.72906 3.601 -4.313 0.437 0.74
H 1.74919 -4.52621 0.15457 -0.396 -1.455 1.430 0.08
```
Forces are in eV/Å.

As for the SMILES: CCOC(C)=O.CCOC(C)=O.CCOC(C)=O.CCOC(C)=O.CCOC(C)=O.CCOC(C)=O.CCOC(C)=O.CC(C)=O.CC(C)=O.CC(C)=O. The value obtained for the total energy is -2732.73461 Ha. Its HOMO-LUMO gap is 9.69 eV.